Here is a cluster of 7 separate species, C37H87N5O7 in total from OMol25. Energies are from ωB97M-V with the def2-TZVPD basis set.

## Properties
LUMO	0.67	eV
2S+1	1
E_HOMO	-8.2	eV
energy above the lowest of the compared OMol25 structures with the same formula, charge and spin	81.63	kJ/mol
SMILES string	CC1(C)CCCC(C)(C)N1O.CC1(C)CCCC(C)(C)N1O.CC1(C)CCCC(C)(C)N1O.COC[C@H](C)N.COC[C@H](C)N.CO.CO
calculated total energy	-61556.929	eV
charge	0

Last column: Löwdin charge in e.
Cartesian coordinates (Å):
O 10.35842 18.62617 9.81504  -0.1009
O 9.38403 16.11085 10.39280  -0.0567
O 13.49510 15.57724 15.28778  -0.0961
O 12.06970 14.68511 13.31823  -0.1433
O 12.94175 11.96790 12.94925  -0.1727
O 15.43801 12.08505 13.99918  -0.2500
O 14.86778 14.81051 9.68847  -0.1669
N 16.96418 11.85494 11.33208  0.0508
N 9.05170 15.78207 9.05908  -0.0695
N 11.08581 19.84262 10.17444  -0.0308
N 13.53000 17.01275 15.25535  -0.0572
N 17.11004 13.44114 8.39005  0.0346
C 9.67497 19.64337 12.35364  -0.0012
C 9.94493 14.76635 8.49563  -0.5098
C 10.43201 20.93448 9.46177  -0.5666
C 10.21808 13.57899 9.39205  -0.0234
C 15.00713 19.03971 15.36713  -0.0743
C 15.53588 12.83267 15.21428  -0.0723
C 11.30907 15.43991 8.36183  -0.0392
C 11.31831 17.05042 16.17116  -0.0270
C 14.11978 14.87044 10.84825  -0.1454
C 7.24736 15.10300 7.50410  -0.1329
C 14.91928 17.46185 15.13033  -0.4993
C 13.27506 16.77850 17.81022  -0.0106
C 17.52365 9.58850 12.12992  -0.0792
C 14.75768 13.53420 8.99610  -0.1841
C 11.13537 19.82550 11.68906  -0.4221
C 12.75913 17.41679 16.48414  -0.4799
C 7.56766 15.59365 8.93739  -0.5100
C 16.51510 11.15957 13.65300  -0.1622
C 12.87166 18.95558 16.60967  -0.1494
C 8.95253 21.11632 9.71304  -0.0346
C 11.26530 22.36670 11.38511  -0.2001
C 11.81570 21.18369 12.16726  -0.1181
C 14.29605 19.43980 16.71878  -0.1630
C 15.42985 17.03769 13.76460  -0.0290
C 15.54768 11.98137 7.21748  -0.0512
C 8.16253 13.99123 7.02409  -0.2159
C 11.21583 22.15401 9.89762  -0.1580
C 15.78127 13.33648 7.90625  -0.4582
C 9.58338 14.32405 7.06928  -0.1639
C 7.01012 14.63298 9.98161  -0.0201
C 10.68264 14.95008 13.31674  -0.1008
C 15.81129 16.77723 16.15301  -0.0399
C 16.62079 10.76460 12.20007  -0.4845
C 6.92712 16.95501 9.10195  -0.0382
C 12.06835 11.40382 13.97961  -0.1032
C 11.92504 18.52952 12.06572  -0.0236
C 10.58718 20.81201 7.95563  -0.0557
H 15.62797 10.40368 11.76482  0.1676
H 14.50656 19.56496 14.59176  0.0874
H 12.39363 19.50069 15.78675  0.1145
H 14.33048 20.50044 16.83588  0.1000
H 15.16125 15.96244 13.61088  0.0881
H 9.88659 19.66747 13.43376  0.0777
H 8.68657 21.61176 10.59220  0.0477
H 16.84657 16.75655 15.77652  0.0920
H 11.77868 21.30656 13.26619  0.1156
H 11.07469 13.01131 9.05675  0.0817
H 15.68208 14.13330 7.12069  0.1541
H 10.93645 18.09774 9.22691  0.1047
H 7.12642 17.22860 10.14721  0.0844
H 12.31649 13.74818 13.20945  0.0500
H 11.34256 17.69846 11.66287  0.0614
H 10.20757 14.28171 14.01590  0.0776
H 17.20223 8.83263 12.85646  0.0858
H 8.55644 21.68942 8.89473  0.0785
H 9.06287 20.53174 12.03953  0.0634
H 8.03486 13.17790 7.81531  0.1191
H 6.19667 14.80319 7.47261  0.1227
H 17.35967 12.67136 9.00509  0.0503
H 15.91189 11.92709 6.19001  0.0800
H 10.32150 14.87945 12.31019  0.0497
H 17.84519 12.31872 11.54407  0.0911
H 14.50873 11.78560 7.17134  0.0522
H 12.56450 11.23174 14.91102  0.0660
H 13.89210 12.00804 13.27067  0.0507
H 12.38862 19.29814 17.52448  0.1199
H 12.96182 15.35967 14.48760  0.0403
H 11.10015 17.62848 15.29527  0.0618
H 7.34119 17.72605 8.44004  0.0897
H 16.43788 10.30064 14.38213  0.1386
H 9.25226 18.68825 12.02255  0.0692
H 11.84616 23.29659 11.52715  0.1188
H 14.41153 14.22118 11.72380  0.0839
H 11.63650 15.79808 9.31011  0.0576
H 12.89370 18.56392 11.52654  0.0925
H 10.17155 21.74727 7.45209  0.1004
H 17.53901 9.25226 11.08022  0.0912
H 9.44663 17.08744 10.29723  0.0638
H 11.16795 16.02686 15.91018  0.0620
H 10.51114 15.95728 13.71213  0.0756
H 18.56708 9.82859 12.35515  0.0842
H 12.21316 22.15468 9.48698  0.1201
H 12.50273 17.15866 18.47833  0.0840
H 5.92306 14.63854 9.97915  0.0880
H 11.21187 12.09436 14.18456  0.0831
H 14.86469 12.77376 9.75714  0.1059
H 16.24899 12.58742 11.22827  0.0640
H 9.90400 20.07683 7.50448  0.0754
H 14.20503 15.85884 11.26875  0.0711
H 15.76017 17.24278 17.12887  0.0569
H 11.76302 10.42127 13.65902  0.0705
H 9.40110 12.85193 9.48250  0.0784
H 14.52202 13.13278 15.45189  0.0808
H 17.46356 11.67104 13.94518  0.1362
H 7.82289 13.48666 6.05865  0.1359
H 15.03958 17.65588 12.97351  0.0701
H 16.49475 17.01314 13.70476  0.0677
H 13.77073 13.43096 8.53094  0.1048
H 5.86807 16.91494 8.94439  0.0795
H 7.35418 13.64246 9.92459  0.0517
H 10.35951 13.95320 10.39998  0.0646
H 14.15584 17.30201 18.11986  0.0389
H 15.78691 12.21256 16.04118  0.0727
H 16.28892 13.66566 15.19660  0.1069
H 10.72816 22.97592 9.38170  0.1225
H 11.65890 20.64105 7.52314  0.1216
H 12.91271 21.11330 11.87052  0.1307
H 15.93658 11.12338 7.74482  0.0723
H 16.05291 19.27110 15.21666  0.1111
H 9.84901 15.10826 6.27721  0.1474
H 8.45653 20.14369 9.53058  0.0980
H 10.18469 13.47583 6.80519  0.1158
H 12.02456 14.69196 8.02294  0.0745
H 10.28116 22.57724 11.82679  0.1075
H 7.30249 15.10856 10.92740  0.0853
H 17.12440 14.33403 8.88605  0.0774
H 15.45374 15.76639 16.30078  0.0656
H 12.05498 18.41535 13.11082  0.0470
H 13.05183 14.57279 10.73108  0.0825
H 10.65426 17.26244 16.99510  0.0875
H 11.26802 16.31472 7.69362  0.0952
H 13.33624 15.68940 17.72331  0.0921
H 14.74380 18.93337 17.57010  0.0842
H 7.38645 15.96044 6.84006  0.1163

=====

Here is a cluster of 7 separate species, C37H87N9O7 in total from OMol25. Energies are from ωB97M-V with the def2-TZVPD basis set.

## Properties
LUMO	0.56	eV
2S+1	1
E_HOMO	-8.3	eV
energy above the lowest of the compared OMol25 structures with the same formula, charge and spin	0.00	kJ/mol
SMILES string	CC1(C)CCCC(C)(C)N1O.CC1(C)CCCC(C)(C)N1O.CC1(C)CCCC(C)(C)N1O.COC[C@H](C)N.COC[C@H](C)N.NC(N)=O.NC(N)=O
calculated total energy	-67519.952	eV
charge	0

Last column: Löwdin charge in e.
Cartesian coordinates (Å):
O 1.96151 -2.37674 -1.65310  -0.0924
O -1.19538 0.21316 3.71710  -0.0659
O -0.86903 1.90402 -1.92643  -0.0567
O 0.31982 -0.59516 -0.66384  -0.0403
O 4.88316 1.37212 -3.68536  0.0199
O 3.18278 6.20562 -2.03867  -0.2145
O -1.76362 2.98973 3.65780  -0.2144
N 0.88207 4.15255 0.03822  0.0450
N 2.65442 1.18836 -3.17632  0.1582
N 1.36649 -3.71540 -1.71680  -0.0521
N 4.08675 -0.11068 -2.07720  0.1573
N 1.09138 2.78043 2.86616  0.0642
N -0.15808 0.80843 1.08667  0.2162
N -1.60958 -0.76784 4.69619  -0.0336
N 1.96143 -0.03403 0.78672  0.2203
N -2.03397 1.83799 -2.76796  -0.0639
C -0.42270 -1.71774 4.74896  -0.5104
C -2.87471 -1.33887 4.24429  -0.5441
C 3.98388 0.80797 -3.06207  -0.6612
C -0.80433 4.07822 3.81301  -0.1710
C -0.98715 2.98111 -4.59722  -0.0335
C 0.58609 -0.90407 5.58968  -0.0493
C 1.30774 -5.93841 -0.84656  -0.1357
C 0.19257 -2.05472 3.44560  -0.0503
C -1.60462 1.66466 -4.13113  -0.5116
C 2.10474 5.36612 -1.77090  -0.2422
C 1.36690 4.52838 4.77998  -0.0342
C 2.29812 -4.06475 -4.01173  -0.0390
C 1.21041 -6.51027 -2.25738  -0.1808
C 1.11385 -4.04786 -3.09461  -0.5371
C -4.31352 0.92812 -3.05206  -0.1416
C -3.20197 -2.55158 5.06985  -0.1635
C -2.97455 3.36799 2.99094  -0.0870
C 2.06392 -4.61090 -0.81003  -0.5495
C -4.03032 -0.36890 4.37608  -0.0344
C 0.55807 -5.47672 -3.17048  -0.1499
C -3.86757 0.50127 -4.45267  -0.1915
C -2.69173 -0.47605 -1.74523  -0.0142
C 4.13530 5.92598 -3.11408  -0.0567
C -0.73151 -2.98231 5.57849  -0.1030
C 1.88890 -3.98830 0.51523  -0.0431
C 2.07133 4.92090 -0.34749  -0.4205
C 0.52833 3.38442 4.03174  -0.4225
C 0.68284 0.09482 0.32321  -0.5885
C -2.86764 1.48296 -5.03306  -0.1460
C 3.57012 -4.82437 -1.12477  -0.0102
C -3.49825 1.73955 -0.76675  -0.0220
C 3.27085 3.97866 -0.05192  -0.0378
C -3.13445 0.99456 -2.10647  -0.4341
C -2.09739 -3.61782 5.13468  -0.1654
C 0.00284 -3.09974 -3.63028  -0.0058
C -2.78679 -1.82059 2.77958  -0.0185
C -0.67819 0.38598 -4.31625  -0.0210
H -0.83517 -3.25382 -2.91501  0.1025
H 2.30252 4.03448 5.12415  0.0787
H -4.68454 1.94493 -3.18049  0.1129
H -2.14874 -0.95180 -2.57086  0.0567
H -0.58936 1.00710 -1.67447  0.0357
H 4.01584 -5.38694 -0.26093  0.1022
H -2.55041 -4.43206 5.71831  0.1108
H -1.28272 1.07906 4.09393  0.0517
H -3.38402 2.61630 2.30815  0.0699
H -2.03854 -4.07812 4.15328  0.0894
H -2.86319 4.28079 2.42163  0.0750
H -3.40281 -0.50754 -4.58070  0.1138
H 0.35029 -5.93572 -0.36421  0.1136
H 3.75329 -5.45810 -1.97189  0.0491
H -0.83710 4.70025 2.92842  0.1199
H 3.68460 6.21191 -4.10905  0.0991
H -4.08459 0.20483 5.29869  0.0849
H 4.07541 -3.89105 -1.32524  0.0751
H -3.97628 0.35265 3.49385  0.0911
H 1.25267 -1.59052 6.12231  0.0832
H 0.04619 -0.29701 6.35145  0.0959
H -5.02224 -0.81083 4.27798  0.0810
H 2.16446 -4.14142 -5.08415  0.0901
H -0.22606 -3.51558 -4.58439  0.0761
H 3.03188 2.92415 -0.33997  0.0840
H 0.00053 4.66208 -0.16177  0.0964
H 0.05315 0.21880 -3.50001  0.0453
H -3.44090 -1.20934 -1.52769  0.0779
H -5.18632 0.39508 -2.63691  0.1306
H 2.68252 -0.54113 0.34802  0.0790
H 0.02663 -3.71781 5.45708  0.1067
H 1.15480 5.85995 -2.12660  0.1417
H 4.05263 4.49383 -0.54649  0.0526
H 3.33999 -0.77117 -2.05953  0.0433
H 1.48706 5.30491 3.97062  0.1003
H 2.15291 5.76190 0.30687  0.1280
H -3.41533 2.44263 -5.09851  0.1244
H -4.09910 2.66969 -0.97418  0.1036
H 0.15782 1.55184 1.69330  0.0532
H -2.48989 1.19176 -6.01668  0.1232
H -0.47987 -5.47160 -2.92953  0.1003
H -4.03684 1.03003 -0.17126  0.0706
H 4.35722 4.82971 -3.10882  0.0886
H 0.25926 2.56768 4.72231  0.1354
H -0.99965 4.67743 4.68156  0.1120
H 0.37052 -2.09698 -3.68558  0.0502
H 0.60145 -7.46774 -2.17946  0.1289
H -2.07704 -2.63693 2.69081  0.0606
H -0.78627 2.98996 -5.65829  0.0786
H 2.81434 -3.12630 -3.88801  0.0771
H -3.78882 3.56392 3.72834  0.0966
H 0.78482 4.74514 5.64818  0.0545
H 2.28543 4.50000 -2.39769  0.1090
H -4.15609 -2.99313 4.73631  0.1285
H 0.00813 2.88618 -4.08839  0.0766
H -1.20457 -0.57129 -4.47284  0.0613
H -0.90727 -2.68043 6.62045  0.1226
H 1.95065 0.48338 -2.97573  0.0644
H 1.95241 -6.59713 -0.18700  0.1373
H 3.57066 3.96019 1.02183  0.0770
H 0.07372 -1.26492 2.70263  0.0677
H 2.19440 -4.62984 1.27154  0.0704
H -0.07539 -3.08811 3.11151  0.0928
H 2.96012 -4.87591 -3.76742  0.0635
H 0.82896 -3.77614 0.55654  0.0984
H 5.05255 6.44471 -2.89451  0.0740
H 2.43927 1.79542 -3.93214  0.0828
H -1.94144 -0.45767 -0.92310  0.0587
H 1.97876 2.39960 3.14425  0.0849
H -2.57678 -1.03154 2.05267  0.0754
H 2.48296 -3.09962 0.55662  0.0729
H 1.16456 -0.19808 5.01722  0.0608
H 1.26952 -1.79829 -1.21740  0.0388
H -3.76155 -2.16293 2.50645  0.0786
H 0.65484 -5.88064 -4.22706  0.1416
H 2.19989 0.41848 1.59699  0.0594
H 4.96736 -0.60038 -1.95179  0.1150
H 0.85377 3.33209 -0.51079  0.0321
H 2.19094 -6.79992 -2.69877  0.1074
H -0.01812 0.46616 -5.19536  0.0894
H -2.66598 2.02869 -0.20329  0.0249
H -3.38167 -2.29412 6.09826  0.1138
H -4.66597 0.42702 -5.16729  0.0995
H 1.27244 3.45773 2.17244  0.0287
H 1.26654 -2.09614 3.69171  0.0924
H -1.51309 3.86111 -4.24704  0.0877
H -1.12651 0.82193 0.82025  0.0895